Entry 1:
Molecular formula: C38H64N10O9PS
Method: DFT, wB97M-V/def2-TZVPD

Values from the calculation:
- E_HOMO (hartree) = -0.421
- total charge = +1
- LUMO (eV) = -2.86
- HOMO-LUMO gap (eV) = 8.6

```
123
Properties=species:S:1:pos:R:3:forces:R:3
C 6.4409 0.0877 -0.2418 0.711 -0.329 -0.182
O 5.0252 0.1248 -0.2294 0.256 0.443 -0.260
C 4.5541 1.2825 0.4419 -0.831 -0.335 0.697
C 3.1201 1.5546 -0.0513 0.892 -0.989 -0.944
C 2.3869 0.1961 -0.1050 -0.668 0.261 1.121
C 0.8546 0.3516 0.1109 1.954 0.409 -0.247
N 0.2336 -0.9487 -0.1085 -0.793 0.819 0.276
O 0.8028 -2.0221 0.5233 0.028 0.221 0.208
C 0.7739 -1.8714 1.9554 -0.308 -0.700 0.645
C 0.9560 -3.2494 2.6149 -0.271 0.826 0.938
C 1.0478 -2.9958 4.1378 0.301 -0.600 -0.612
O -0.1525 -4.1018 2.3971 0.244 0.060 -0.597
C -0.8163 -1.1660 -0.8637 0.125 -0.653 -0.072
N -1.2301 -2.4806 -0.9876 -1.007 0.845 -0.561
C -2.1135 -2.9188 0.1213 0.491 0.555 0.311
C -3.5531 -2.3894 0.0867 -0.695 -1.027 0.448
C -4.3072 -3.0218 1.2577 0.146 0.494 -0.153
C -4.2579 -4.3811 1.4964 0.816 -0.615 -1.043
C -4.8885 -4.9821 2.5541 -0.097 -0.335 0.389
C -5.6122 -4.2020 3.4376 0.184 -0.911 -0.096
C -5.6982 -2.8559 3.1911 -0.941 0.554 1.242
C -5.0635 -2.2623 2.1280 0.103 0.616 -0.216
C -1.7081 -2.8338 -2.3361 1.303 -0.602 -0.972
C -1.4777 -1.6750 -3.3083 -0.569 -0.344 0.663
C -2.1781 -0.4593 -2.6794 1.213 -0.826 -1.128
P -2.4472 0.8906 -3.8877 -1.864 0.739 0.166
O -3.5438 1.7374 -3.3841 0.292 0.195 0.368
O -2.9454 0.2430 -5.2816 0.966 -0.339 0.495
O -1.1056 1.6670 -4.2484 -0.390 -0.894 -0.114
N -1.3877 -0.0643 -1.5074 -0.667 -0.645 0.431
C -2.1849 0.7921 -0.5756 0.612 1.889 -0.260
C -1.7693 2.2891 -0.7112 -0.234 0.337 0.552
C -1.6146 3.0242 0.6475 0.230 0.614 -0.115
C -0.2420 3.7294 0.8217 -0.760 -0.806 0.362
S -0.2865 5.2806 1.7406 2.601 1.626 0.568
O -0.1529 6.3954 0.8671 -1.401 -0.271 -0.919
O 0.7831 5.2306 2.6965 -0.490 -1.132 0.635
O -1.6664 5.4236 2.5281 -0.036 -0.555 -0.620
H 6.8526 0.7886 -0.9845 -0.145 0.095 0.223
H 6.9159 0.2742 0.7346 -0.573 0.156 -0.425
H 6.7696 -0.9091 -0.5584 -0.311 0.047 0.047
H 5.2133 2.1480 0.3252 -0.027 -0.119 -0.069
H 4.4877 1.0153 1.5123 0.215 0.363 -0.040
H 2.6179 2.2983 0.5717 0.069 -0.015 -0.113
H 3.2404 1.8863 -1.0908 -0.387 0.462 0.239
H 2.5684 -0.3548 -1.0279 0.110 0.135 0.060
H 2.7717 -0.4042 0.7252 0.038 -0.148 -0.289
H 0.6967 0.7481 1.1193 -0.351 -0.311 -0.039
H 0.5282 1.1062 -0.6005 -0.547 -0.457 -0.069
H -0.2070 -1.5022 2.2932 0.100 0.108 -0.300
H 1.5410 -1.1895 2.3373 0.053 -0.008 -0.385
H 1.8638 -3.7291 2.2438 -0.219 -0.134 -0.082
H 1.1123 -3.9790 4.6097 0.029 0.176 0.086
H 0.1145 -2.5280 4.4709 0.260 0.166 0.107
H 1.9332 -2.4175 4.4101 -0.232 0.099 0.088
H -0.8968 -3.7317 2.8870 -0.052 -0.193 0.068
H -2.0426 -4.0028 0.1844 -0.153 0.091 -0.134
H -1.6619 -2.5414 1.0417 -0.015 -0.191 -0.066
H -3.6343 -1.3050 0.1937 0.268 -0.071 -0.133
H -4.1089 -2.6932 -0.8091 0.336 0.167 -0.121
H -3.6864 -5.0049 0.8131 -0.119 -0.054 0.080
H -4.7968 -6.0531 2.6969 -0.042 0.077 -0.014
H -6.0798 -4.6885 4.2850 -0.132 0.328 0.030
H -6.2901 -2.2702 3.8938 0.320 -0.051 -0.383
H -5.1705 -1.1889 1.9905 0.087 -0.058 -0.067
H -1.0554 -3.6401 -2.6997 -0.229 -0.073 0.208
H -2.7244 -3.2311 -2.3803 -0.048 0.381 0.337
H -1.8650 -1.9629 -4.2855 -0.010 0.231 0.058
H -0.4042 -1.5233 -3.4302 -0.136 0.248 -0.001
H -3.1778 -0.8053 -2.3739 -0.068 0.445 -0.184
H -3.8452 -0.0904 -5.1647 -0.075 0.092 -0.169
H -1.3329 2.2463 -4.9949 0.395 0.168 0.030
H -2.0653 0.5124 0.4752 0.059 -0.393 -0.249
H -3.2407 0.7593 -0.8579 0.121 -0.458 0.139
H -0.8444 2.4035 -1.2832 -0.134 -0.258 -0.022
H -2.5352 2.8296 -1.2722 0.121 -0.250 -0.131
H -2.3835 3.7963 0.7438 -0.055 -0.259 -0.071
H -1.7459 2.3558 1.5067 -0.090 -0.008 -0.183
H 0.2717 3.9316 -0.1206 -0.226 0.342 0.093
H 0.4066 3.0749 1.4099 0.085 0.329 0.010
H -1.6063 4.9682 3.3815 0.116 0.085 0.049
C 9.4400 3.3223 -0.9641 -0.090 -0.019 0.138
C 8.4312 3.3824 0.0939 -0.057 0.040 0.108
N 7.6423 3.4387 0.9276 0.078 -0.026 -0.236
H 9.0189 2.8504 -1.8499 0.007 0.002 -0.001
H 9.7685 4.3281 -1.2181 -0.003 -0.002 0.001
H 10.2957 2.7423 -0.6238 -0.009 -0.006 0.008
C -8.3265 0.5598 4.0716 0.048 -0.141 0.105
C -7.8008 -0.5351 4.8888 0.106 -0.346 0.433
N -7.3865 -1.3985 5.5322 -0.350 0.680 -0.347
H -9.3018 0.2874 3.6735 0.001 0.003 -0.002
H -8.4273 1.4572 4.6787 -0.003 -0.003 0.002
H -7.6486 0.7629 3.2446 -0.014 0.003 -0.009
C -5.2494 2.5902 -7.1819 -0.123 -0.023 -0.054
C -6.5877 2.1393 -7.5645 -0.505 -0.166 -0.191
N -7.6411 1.7806 -7.8663 0.666 0.202 0.256
H -4.6297 1.7331 -6.9254 0.027 0.009 -0.012
H -4.7850 3.1273 -8.0067 -0.022 -0.005 -0.014
H -5.3157 3.2515 -6.3204 0.022 0.015 -0.010
C 9.2777 -2.4035 2.4189 -0.093 0.077 -0.074
C 8.8820 -1.0209 2.1561 -0.064 0.566 0.033
N 8.5710 0.0736 1.9632 0.443 -0.797 0.288
H 8.7007 -3.0796 1.7895 0.013 0.015 -0.024
H 10.3365 -2.5302 2.2035 0.008 0.014 0.031
H 9.0977 -2.6415 3.4650 0.056 0.070 0.025
C 8.0399 1.1294 5.8362 0.124 -0.080 -0.036
C 9.0092 0.0844 5.5079 0.402 -0.373 -0.117
N 9.7785 -0.7343 5.2491 -0.525 0.444 0.162
H 8.2686 2.0326 5.2738 -0.004 -0.017 -0.029
H 7.0367 0.7951 5.5798 0.004 0.004 -0.016
H 8.0819 1.3503 6.9010 0.008 -0.009 0.000
C 3.1009 -1.5783 -4.5977 -0.162 -0.067 -0.061
C 1.7714 -2.0677 -4.9694 -0.435 -0.230 -0.202
N 0.7255 -2.4574 -5.2623 0.769 0.248 0.190
H 3.7347 -2.4151 -4.3110 -0.005 -0.002 -0.002
H 3.5524 -1.0618 -5.4423 -0.004 -0.002 -0.003
H 3.0213 -0.8880 -3.7594 0.017 0.003 -0.002
C -6.4961 2.5511 -3.7659 -0.341 -0.057 0.060
C -7.4517 2.7481 -2.6748 -0.382 0.113 0.387
N -8.1967 2.9025 -1.8082 0.512 -0.135 -0.502
H -7.0160 2.1823 -4.6506 -0.082 0.042 0.027
H -6.0076 3.4935 -4.0049 0.033 -0.002 0.059
H -5.7423 1.8294 -3.4674 0.076 0.084 0.011
```
Positions in Å, forces in eV/Å.



Entry 2:
Molecular formula: C38H64N4O18
Method: DFT, wB97M-V/def2-TZVPD

Values from the calculation:
- SMILES string = C[C@H]1COC(=O)O1.C[C@H]1COC(=O)O1.C[C@H]1COC(=O)O1.C[C@H]1COC(=O)O1.COC(=O)OC.COC(=O)OC.CCCC#N.CCCC#N.CCCC#N.CCCC#N
- relative energy (zero: lowest compared OMol25 entry of this formula, charge and spin) (kcal/mol) = 80.46
- E_HOMO (hartree) = -0.382
- total charge = 0
- LUMO (eV) = -0.10
- HOMO-LUMO gap (eV) = 10.3

```
124
Properties=species:S:1:pos:R:3:forces:R:3
C -12.0130 11.2990 1.2030 -0.215 -0.217 -2.842
C -10.5800 11.5100 0.6500 -1.064 1.179 1.829
C -9.7330 12.6390 1.2780 -3.888 1.677 0.584
O -8.4730 12.1720 1.1440 2.416 2.777 0.080
C -8.4830 10.8980 1.0970 2.349 -4.331 0.602
O -7.4790 10.2240 1.2530 -1.815 0.610 -0.505
O -9.7330 10.4370 0.9150 1.077 -2.011 0.769
H -12.0270 10.7510 2.1480 -0.040 -0.197 -0.588
H -12.6200 10.7760 0.2830 1.206 1.029 2.744
H -12.4690 12.2830 1.3970 0.061 -0.427 -0.202
H -10.5580 11.5440 -0.3780 -0.535 0.742 -2.598
H -10.0830 12.6680 2.3370 0.638 0.212 -0.280
H -9.8180 13.6780 0.8720 -0.109 -1.028 0.007
C -6.9390 17.6920 2.9460 0.407 -1.382 0.330
C -7.2670 16.2340 2.5140 -0.712 0.643 1.844
C -8.7600 15.9130 2.8620 2.301 -0.846 1.262
O -9.3710 16.2490 1.6890 -3.482 0.522 1.341
C -8.5530 16.1930 0.7300 0.272 -0.460 -5.267
O -8.9530 16.1290 -0.4230 1.048 0.190 0.734
O -7.2850 16.1530 1.1130 0.530 -0.300 -0.791
H -7.0390 17.7060 4.0520 -0.115 0.393 -0.630
H -7.5900 18.4190 2.4230 0.367 -0.377 0.420
H -5.8780 17.8430 2.7260 -0.234 0.429 -0.117
H -6.5730 15.4920 2.9340 -0.118 0.354 -0.273
H -9.0830 16.5270 3.6440 -0.627 1.042 1.119
H -9.0170 14.8950 3.1420 0.334 -0.264 -0.173
C -15.1300 13.0180 -0.3250 -1.149 -1.139 1.070
C -16.4890 12.9200 0.4780 0.475 1.502 -1.040
C -17.1990 14.2450 0.4790 0.397 2.343 -3.080
O -18.5680 13.9870 0.1180 0.042 0.997 0.701
C -18.6900 12.7190 -0.2350 -3.802 -1.719 -0.222
O -19.7800 12.1870 -0.5630 4.359 1.714 0.885
O -17.5210 12.1140 -0.0320 -0.051 -2.579 -1.545
H -15.1730 12.9000 -1.3740 -1.241 0.670 -1.533
H -14.5670 12.1000 -0.2050 0.703 0.201 1.225
H -14.6130 13.9660 -0.1390 0.040 -0.591 0.333
H -16.3610 12.5820 1.4610 0.881 -0.650 1.415
H -16.7870 14.8340 -0.4020 -0.412 -0.481 0.855
H -17.1130 14.9570 1.2790 -0.259 -0.282 0.913
C -13.3610 15.6090 7.6220 0.943 -0.708 -0.377
C -13.0380 16.1770 6.2310 1.159 -1.861 1.970
C -11.6580 16.8060 6.2000 1.248 2.778 -0.025
O -10.7550 16.0140 5.3740 -3.049 -0.926 0.142
C -11.6140 15.0790 4.8080 1.672 -0.483 -1.801
O -11.2690 14.3980 3.8540 -0.975 0.828 2.051
O -12.8290 15.0750 5.3830 0.959 -1.840 -1.642
H -14.1220 14.8660 7.5330 -0.829 -0.398 -0.077
H -13.6570 16.3360 8.3360 -0.360 0.878 0.498
H -12.4960 15.0550 8.0760 -0.421 0.657 -0.720
H -13.8320 16.6600 5.6940 -0.306 1.168 0.566
H -11.0890 17.0200 7.1450 -1.123 -0.420 -0.692
H -11.8540 17.7550 5.6790 0.867 0.089 0.149
C -15.9150 13.7380 4.3630 3.642 1.286 0.307
O -15.0780 12.8430 5.1450 -1.383 0.475 0.756
C -14.1890 12.1340 4.5420 -0.212 0.658 -10.138
O -14.0650 12.0980 3.1470 -0.911 0.379 7.576
O -13.4240 11.4920 5.3110 -0.428 -0.927 2.098
C -12.2420 10.9820 4.8180 4.583 -0.207 0.449
H -16.3800 14.4050 5.0150 -0.984 0.495 1.658
H -16.6020 13.3090 3.7350 -1.322 -1.566 -1.445
H -15.2190 14.4150 3.8370 -0.286 -0.642 -0.384
H -12.0560 9.8720 4.7380 -1.421 1.022 -0.319
H -11.4840 11.2280 5.6250 -0.761 -0.117 -0.719
H -11.8690 11.5500 3.9380 -0.698 -0.637 0.472
C -8.5950 18.3390 7.7830 1.658 0.900 0.622
O -8.9180 18.2470 6.3790 -0.460 -0.087 0.238
C -9.0080 19.3070 5.6200 5.371 8.187 1.488
O -8.3120 20.5500 5.8280 -4.212 -7.402 -0.647
O -9.6690 19.1130 4.5430 -1.130 -1.114 -0.277
C -9.6900 20.0960 3.5240 -1.301 1.677 -1.212
H -7.7930 19.0910 8.0290 -0.658 -0.553 -0.924
H -8.1290 17.3490 8.0330 -1.170 0.840 0.029
H -9.4580 18.7270 8.3660 0.265 -0.988 -0.395
H -10.2010 19.6680 2.6410 0.690 -0.222 0.517
H -8.6990 20.4540 3.3100 0.446 -0.149 -0.123
H -10.2950 21.0240 3.7340 0.552 -1.073 0.639
C -14.0050 17.3800 3.0790 0.814 1.313 -2.603
C -12.7150 17.1410 2.1560 -1.293 -0.579 1.471
C -12.9620 16.0100 1.0970 0.744 -0.205 1.241
C -13.6370 16.6300 0.0160 -0.918 0.349 -2.217
N -14.1750 17.1570 -0.8610 0.331 -0.250 0.760
H -14.4380 16.4730 3.3300 -0.194 -2.097 1.187
H -14.8710 17.8070 2.5960 -0.048 0.492 -1.170
H -13.9350 18.0760 3.8820 0.852 0.189 0.994
H -12.0030 16.7000 2.8100 0.816 -0.355 0.749
H -12.1830 18.0430 1.7950 -0.856 -0.473 -0.339
H -13.5050 15.0890 1.4220 -0.104 1.012 0.386
H -12.0230 15.5230 0.8000 0.041 0.698 -0.348
C -10.0570 12.1090 -4.5340 -2.263 -1.219 -1.046
C -10.8930 13.3800 -4.4680 1.529 -0.451 -2.856
C -10.4180 14.1460 -3.3020 -0.045 -0.109 3.236
C -11.4710 14.1050 -2.2650 -0.623 0.831 0.718
N -12.2940 14.0610 -1.4520 0.761 -0.078 -0.727
H -9.0310 12.3120 -4.6360 1.358 0.299 0.001
H -10.3690 11.4310 -5.3750 0.279 0.646 0.722
H -10.2690 11.5900 -3.6140 0.322 -0.576 0.397
H -11.9500 13.1540 -4.4170 -0.024 0.028 -0.140
H -10.6490 13.9680 -5.4050 -0.739 -0.504 0.902
H -10.1100 15.1440 -3.5180 -0.019 0.880 0.025
H -9.5790 13.7010 -2.6970 -0.249 0.148 -1.127
C -13.5090 16.0310 -6.2040 2.212 2.046 -0.410
C -13.4820 15.5310 -4.7620 2.427 -0.868 -0.636
C -14.5720 16.0010 -3.7300 0.924 -2.138 -3.182
C -15.8440 15.7510 -4.4080 -1.652 0.120 0.639
N -16.9150 15.5700 -4.8060 1.125 0.094 0.026
H -12.7820 15.5240 -6.9640 -1.232 0.483 1.750
H -13.0940 17.1100 -6.1080 -1.047 -1.376 -0.751
H -14.4780 16.0240 -6.6270 -1.037 0.163 -0.589
H -12.4020 15.8010 -4.5420 -1.294 -0.223 0.984
H -13.4250 14.4310 -4.8690 -0.638 0.398 0.714
H -14.4840 16.9860 -3.4270 0.157 2.030 0.419
H -14.4810 15.3790 -2.8800 -0.069 -0.616 1.004
C -8.8700 18.2270 -3.5080 1.361 -0.156 0.535
C -10.2830 18.7140 -3.3280 -1.563 -3.520 -0.556
C -11.1120 18.0460 -2.1320 -0.427 0.106 -1.036
C -10.7550 18.6500 -0.8780 1.857 1.318 5.137
N -10.4190 19.0540 0.1920 -1.414 -1.334 -4.211
H -8.9150 17.4170 -4.2190 0.079 -1.099 0.423
H -8.3840 17.9410 -2.5350 -0.260 0.148 -1.094
H -8.1930 18.8540 -4.1150 -0.409 0.598 0.804
H -10.7820 18.2930 -4.2260 -0.228 0.657 0.357
H -10.4310 19.7320 -3.3550 -0.198 2.333 0.296
H -10.9690 16.9260 -2.0260 -0.039 1.289 -0.250
H -12.2230 18.2550 -2.2250 1.202 -0.384 -0.270
```
Positions in Å, forces in eV/Å.